Entry from the Open Molecules 2025 dataset: C20H21ClGeMnNO5SbSe4 as an isolated structure (ωB97M-V/def2-TZVPD).

```
55
Properties=species:S:1:pos:R:3:forces:R:3:mulliken_spin:R:1
Mn 0.05861 -2.32842 -1.29985 0.484 0.645 -0.788 -0.008
N -3.39617 -3.00039 -1.21937 0.162 0.221 0.124 0.000
C -2.30287 -2.26996 -1.33019 -2.302 -0.326 -0.519 0.001
O -1.54329 -2.13084 -0.34704 -0.220 -0.015 1.067 0.000
C -1.93060 -1.58292 -2.60802 -0.201 -0.146 -0.624 0.000
C -0.65919 -0.79318 -2.35470 0.010 0.881 -0.465 0.012
H -3.62530 -3.42603 -0.32883 0.100 0.018 -0.091 0.000
H -4.05098 -3.13388 -1.97388 0.057 0.110 -0.133 0.000
H -2.75363 -0.91809 -2.91100 0.104 -0.015 0.162 0.001
H -1.81868 -2.31937 -3.41603 -0.064 0.188 0.221 0.000
H -0.86836 0.15687 -1.83538 0.281 -0.605 0.042 0.000
H -0.12963 -0.57946 -3.29123 0.061 -0.126 0.377 0.000
Se 4.33801 -4.99774 -0.34592 -0.194 1.391 0.493 0.098
Sb 3.45800 -2.80199 0.15864 -0.594 -1.958 -0.888 -0.054
Se 1.97757 -1.46385 -1.65046 0.996 1.236 -0.298 -0.002
Se 0.85017 -2.94554 0.65334 0.836 0.395 1.830 -0.010
Se 4.59984 -1.47457 1.79961 0.278 0.468 0.394 0.874
O 1.21590 -3.31127 -4.23957 -0.088 0.443 -1.582 0.000
Cl 1.05442 -4.28160 -3.25520 2.956 1.550 0.862 0.000
O 2.13547 -4.27955 -2.34442 0.640 -1.177 -0.370 -0.002
O 0.60730 -5.51164 -3.64499 -1.125 -1.808 -0.605 -0.001
O -0.04406 -3.66073 -2.34525 -2.368 -0.894 0.489 0.000
C -0.42274 -1.23950 3.26738 0.208 0.278 -0.569 0.000
Ge 0.12153 -0.14216 1.69619 -0.127 0.588 1.013 -0.011
C 1.87526 0.78029 2.02089 -1.105 -0.692 -0.259 0.026
C 1.88748 1.35012 3.28917 -0.160 -0.091 -0.070 -0.001
C 2.92115 2.19523 3.66008 0.035 0.043 0.095 0.033
C 3.97692 2.41980 2.79327 -0.002 -0.007 0.041 -0.017
C 3.98966 1.82014 1.54510 -0.028 -0.124 -0.079 0.024
C 2.92630 1.01569 1.14302 0.149 -0.209 -0.331 0.045
C -1.33595 0.97719 0.91767 0.837 -0.965 0.382 -0.002
C -2.54625 0.87747 1.57049 0.315 -0.350 0.068 0.000
C -3.58190 1.77383 1.29007 -0.272 0.293 -0.103 0.000
C -3.41386 2.74855 0.34143 -0.050 -0.248 0.231 0.000
C -2.19000 2.88931 -0.34164 0.433 -0.187 -0.011 0.000
C -1.98682 3.91390 -1.29287 0.260 0.027 -0.151 0.000
C -0.79240 4.03476 -1.95435 -0.353 0.090 0.076 0.000
C 0.24857 3.12811 -1.69860 0.061 -0.321 0.243 -0.004
C 0.08452 2.12951 -0.77110 0.271 0.051 -0.134 0.001
C -1.12332 1.98541 -0.05725 -0.050 0.247 -0.210 -0.008
H -0.79920 -0.61089 4.07027 -0.019 0.161 0.032 0.000
H 0.45013 -1.79115 3.61858 -0.001 0.115 -0.046 0.000
H -1.19453 -1.95517 2.99511 -0.060 0.029 -0.096 0.000
H 1.08703 1.15360 3.99022 -0.054 0.041 0.098 -0.001
H 2.89458 2.67391 4.62737 0.056 -0.005 0.089 0.001
H 4.79282 3.05669 3.09343 0.100 0.097 0.020 -0.001
H 4.82505 1.97294 0.88192 0.099 0.070 -0.140 -0.002
H 2.93244 0.57928 0.14177 -0.021 0.238 0.217 -0.004
H -2.70824 0.11099 2.31912 -0.002 -0.009 0.016 0.000
H -4.50827 1.69952 1.83825 -0.106 -0.033 -0.005 0.000
H -4.22335 3.42068 0.10019 -0.080 0.120 0.039 0.000
H -2.79086 4.61002 -1.47801 -0.078 0.075 -0.059 0.000
H -0.64464 4.82730 -2.67324 -0.020 0.033 -0.028 0.000
H 1.18201 3.22486 -2.23440 0.063 -0.003 -0.005 0.000
H 0.89432 1.42389 -0.57977 -0.105 0.176 -0.062 0.012
```
Positions in Å, forces in eV/Å.

Computed properties:
energy above the lowest of the compared OMol25 structures with the same formula, charge and spin: 0.0 kJ/mol
largest force on an atom: 3.45 eV Å⁻¹
E_HOMO (spin up / spin down): -13.77 / -13.72 eV
multiplicity: 2
total charge: +2
E_tot: -14738.76711 Eh



Entry from the Open Molecules 2025 dataset: C42H46AsIrN4OSSb as an isolated structure (ωB97M-V/def2-TZVPD).

```
97
Properties=species:S:1:pos:R:3:forces:R:3:mulliken_charge:R:1
Ir -0.91696 -0.07540 -0.78900 0.019 -0.169 -0.083 1.675
N -4.58795 -1.44005 -1.99456 0.012 0.005 -0.071 0.022
C -4.95643 -1.46381 -0.67217 0.016 -0.022 0.055 -1.175
C -3.87269 -1.04567 0.03780 0.049 -0.170 0.039 -0.573
N -2.85221 -0.77804 -0.84080 -0.015 0.127 -0.193 0.745
C -3.31568 -1.02241 -2.06839 -0.082 0.069 0.152 0.207
C -2.43367 -0.70821 -3.17164 -0.001 0.010 -0.055 -0.178
N -1.26314 -0.18051 -2.84207 -0.085 0.024 0.032 0.347
C -0.58357 0.08420 -4.00167 -0.015 -0.086 -0.060 -0.183
C -1.36946 -0.29317 -5.04975 0.031 -0.012 0.049 -0.944
N -2.53336 -0.78841 -4.50799 0.000 -0.018 0.026 0.015
H -5.18858 -1.69419 -2.76480 0.004 -0.011 0.003 0.182
H -5.93624 -1.77898 -0.35770 0.004 0.003 0.005 0.449
H -3.74910 -0.96254 1.10494 -0.035 0.031 -0.006 0.341
H 0.40468 0.50811 -3.99624 -0.011 0.019 -0.012 0.240
H -1.20477 -0.26250 -6.11281 -0.003 0.008 0.000 0.437
H -3.30177 -1.16720 -5.04148 0.000 0.007 -0.006 0.177
O 1.01124 0.48000 -1.29573 0.077 0.044 0.106 -0.746
S 2.22771 0.68586 -0.32888 0.116 -0.050 -0.084 0.754
C 3.20696 1.92371 -1.13014 -0.026 -0.026 -0.011 0.041
C 3.27463 2.01620 -2.51409 0.013 0.004 -0.013 -0.024
C 4.09639 2.98065 -3.07086 -0.002 0.004 -0.005 -0.856
C 4.84365 3.82127 -2.25045 -0.006 -0.001 0.013 -0.622
C 4.76762 3.71104 -0.86965 0.007 0.006 -0.012 -0.832
C 3.93568 2.75899 -0.29649 -0.010 0.016 0.030 -0.301
C 3.25043 -0.74214 -0.59048 0.021 0.064 -0.048 0.814
C 4.11620 -1.08875 0.43607 -0.026 0.056 0.008 -0.533
C 5.00772 -2.13211 0.22726 -0.014 -0.024 -0.008 -0.803
C 5.01160 -2.81116 -0.98280 0.019 -0.010 0.031 -0.791
C 4.13062 -2.45327 -1.99916 -0.036 0.029 -0.002 -0.652
C 3.24585 -1.40479 -1.81204 0.025 -0.008 -0.030 -0.061
H 2.69914 1.34987 -3.14266 0.010 -0.013 -0.001 0.136
H 4.16627 3.07388 -4.14614 0.002 0.000 0.001 0.498
H 5.48982 4.56619 -2.69474 0.000 0.000 0.002 0.450
H 5.34870 4.36853 -0.23783 0.004 -0.002 -0.001 0.495
H 3.85881 2.67234 0.78133 0.001 -0.006 -0.005 0.505
H 4.10112 -0.55694 1.38154 -0.006 -0.003 -0.045 0.573
H 5.69623 -2.41381 1.01246 0.002 -0.003 -0.005 0.538
H 5.70961 -3.62241 -1.14109 0.000 0.003 0.005 0.470
H 4.14806 -2.98202 -2.94264 0.003 -0.004 -0.002 0.532
H 2.56284 -1.10932 -2.59787 -0.017 -0.005 0.005 0.254
C 0.54737 3.96340 -0.37211 -0.026 0.009 -0.006 -1.223
C -0.58596 3.31544 0.41572 -0.162 0.089 0.026 -0.426
As -1.71589 2.15987 -0.66145 0.114 -0.019 0.049 0.968
C -1.76982 2.97188 -2.42885 0.083 -0.049 0.034 -0.515
C -2.43960 4.34529 -2.42152 0.018 0.026 0.024 -1.511
C -3.52186 2.37308 0.01458 0.024 -0.006 -0.059 -0.850
C -3.68890 2.12404 1.50392 0.001 0.010 -0.006 -1.041
H 1.25612 4.42896 0.31182 0.000 0.000 0.002 0.464
H 0.17137 4.74622 -1.02977 0.002 -0.008 -0.005 0.367
H 1.09403 3.24851 -0.98495 -0.014 0.030 0.015 0.113
H -1.26342 4.07525 0.81392 0.025 -0.007 0.051 0.752
H -0.23734 2.72441 1.26342 0.052 -0.039 -0.043 0.162
H -2.28475 2.28278 -3.09816 -0.003 0.003 0.003 0.300
H -0.73088 3.03265 -2.75773 0.002 -0.024 -0.017 0.384
H -3.52107 4.26668 -2.32522 -0.002 0.005 0.005 0.408
H -2.23170 4.85764 -3.36004 -0.008 -0.012 -0.010 0.405
H -2.07151 4.98586 -1.61830 -0.002 0.001 -0.010 0.361
H -4.18109 1.74285 -0.58482 0.031 -0.019 -0.009 0.380
H -3.75524 3.40944 -0.23709 -0.049 -0.001 0.017 0.673
H -3.35993 1.12707 1.78788 0.003 -0.023 0.038 0.009
H -4.73930 2.21903 1.77864 0.007 0.013 0.005 0.450
H -3.13203 2.84937 2.09818 0.021 -0.016 -0.001 0.325
C 3.68479 -1.09630 4.13074 0.007 -0.034 0.016 -0.666
C 3.24246 -2.25959 3.51596 0.009 0.009 0.040 -0.812
C 2.09911 -2.23967 2.72843 -0.056 0.006 0.044 -0.498
C 1.40238 -1.04627 2.56844 0.016 0.021 -0.006 1.127
C 1.83480 0.12149 3.19323 0.126 -0.045 0.002 -0.446
C 2.98411 0.09386 3.97075 -0.039 0.030 -0.025 -0.738
Sb -0.44979 -1.04006 1.58711 -0.192 0.216 0.095 0.770
C -0.53478 -2.82764 0.46807 0.007 -0.027 0.079 0.700
C 0.56915 -3.16934 -0.31893 -0.012 0.119 -0.030 -0.068
C 0.53703 -4.31889 -1.09990 -0.025 -0.025 -0.037 -0.975
C -0.59069 -5.12456 -1.09743 0.031 0.010 -0.011 -0.769
C -1.69651 -4.78177 -0.32321 -0.038 0.020 0.020 -0.881
C -1.67772 -3.63348 0.45053 0.017 -0.045 -0.086 -1.066
C -1.80319 -1.11590 3.19318 0.025 -0.001 0.001 0.990
C -2.23142 -2.33243 3.71915 -0.009 -0.031 -0.039 -0.614
C -3.00020 -2.34534 4.87539 0.004 -0.015 -0.009 -0.807
C -3.31959 -1.15629 5.51586 0.008 0.017 -0.002 -0.647
C -2.86490 0.05464 5.00970 -0.009 -0.028 0.007 -0.647
C -2.10503 0.07650 3.84994 0.004 0.014 -0.030 -0.527
H 4.57201 -1.11761 4.74962 0.000 0.000 0.001 0.439
H 3.78162 -3.18718 3.65691 -0.001 0.001 -0.005 0.508
H 1.75774 -3.15363 2.25769 -0.001 -0.008 0.007 0.460
H 1.28529 1.05104 3.08840 -0.003 0.009 -0.001 0.331
H 3.32448 0.99405 4.46519 -0.001 0.000 0.007 0.494
H 1.46599 -2.55827 -0.31009 -0.029 -0.064 0.042 0.551
H 1.39942 -4.59060 -1.69441 0.006 0.009 0.000 0.566
H -0.60923 -6.02954 -1.68999 0.000 -0.005 0.004 0.462
H -2.56699 -5.42479 -0.31075 0.003 -0.002 -0.004 0.484
H -2.54295 -3.38472 1.05232 -0.002 -0.006 0.012 0.494
H -1.95641 -3.27208 3.25602 -0.005 -0.003 -0.002 0.433
H -3.33461 -3.28925 5.28462 0.000 0.003 0.001 0.468
H -3.91029 -1.17429 6.42178 0.001 0.001 -0.001 0.439
H -3.09133 0.97860 5.52505 -0.005 -0.002 -0.004 0.472
H -1.73930 1.02654 3.47595 0.002 0.004 0.005 0.393
```
Positions in Å, forces in eV/Å.

Computed properties:
energy above the lowest of the compared OMol25 structures with the same formula, charge and spin: 0.2 kJ/mol
largest force on an atom: 0.30 eV Å⁻¹
E_HOMO: -16.11 eV
multiplicity: 1
total charge: +3
E_tot: -4900.01259 Eh



Entry from the Open Molecules 2025 dataset: an isolated molecule of C11H17F3N6O (ωB97M-V/def2-TZVPD).

```
38
Properties=species:S:1:pos:R:3:forces:R:3:nbo_charge:R:1
N 3.67489 3.39784 -0.96222 0.155 0.162 -0.460 -0.829
C 3.02460 2.99256 0.15366 0.449 -0.055 0.297 0.676
O 1.84811 3.21110 0.33019 -0.467 -0.006 0.113 -0.615
C 3.89826 2.23683 1.14093 -0.068 -0.096 0.010 -0.507
C 4.22958 0.82634 0.63719 -0.166 -0.022 -0.085 -0.384
C 2.99793 0.03698 0.19537 0.075 0.031 0.237 -0.408
C 1.95465 -0.11434 1.30891 0.416 0.274 -0.245 -0.218
N 0.89067 -0.98708 0.90312 -0.104 -0.522 0.147 -0.163
C 0.87947 -2.33558 0.88524 -0.139 0.015 -0.021 -0.041
C -0.31543 -2.73123 0.34147 0.149 0.172 0.047 -0.337
C -0.98954 -1.52645 0.03819 0.540 -0.143 0.211 0.293
N -2.22971 -1.46791 -0.53648 -0.292 -0.057 -0.107 -0.613
C -2.80922 -0.34533 -0.77678 -0.008 0.000 -0.093 0.625
N -2.34547 0.88215 -0.44520 0.051 0.032 0.017 -0.831
N -4.01739 -0.37575 -1.45632 -0.177 0.358 0.117 -0.606
C -4.73409 -1.61651 -1.53045 -0.225 -0.234 0.103 -0.318
C -5.78234 -1.74775 -0.42668 0.055 -0.027 -0.096 0.961
F -6.68730 -0.74826 -0.49077 -0.088 0.280 -0.146 -0.342
F -6.47667 -2.89099 -0.52624 0.065 -0.199 -0.196 -0.327
F -5.26759 -1.70511 0.80383 0.269 0.027 0.111 -0.319
N -0.23314 -0.48380 0.38587 -0.292 0.353 -0.131 -0.368
H 4.65372 3.22854 -1.10437 -0.020 -0.001 0.037 0.392
H 3.16326 3.89604 -1.67117 -0.014 -0.039 0.040 0.405
H 4.82430 2.79131 1.30472 -0.013 0.026 0.070 0.220
H 3.36086 2.17838 2.08670 -0.010 0.117 -0.043 0.230
H 4.74081 0.28424 1.43619 0.085 0.010 -0.028 0.207
H 4.91800 0.89158 -0.20891 0.068 -0.045 0.054 0.202
H 3.31431 -0.95704 -0.13108 -0.050 0.027 -0.042 0.210
H 2.52381 0.53192 -0.65416 -0.045 -0.057 -0.067 0.215
H 1.50436 0.85605 1.52673 0.032 -0.130 0.104 0.242
H 2.42313 -0.51781 2.21231 -0.076 0.050 -0.012 0.196
H 1.70424 -2.90520 1.26635 0.173 -0.089 0.078 0.211
H -0.67543 -3.72533 0.18131 -0.070 -0.217 -0.022 0.228
H -2.74124 1.71291 -0.84825 -0.011 -0.074 -0.033 0.388
H -1.38990 0.89196 -0.09622 -0.084 0.198 -0.015 0.445
H -4.58593 0.45585 -1.37480 0.076 -0.104 -0.008 0.388
H -5.25478 -1.70771 -2.48915 0.054 -0.065 0.153 0.215
H -3.99379 -2.41340 -1.40905 -0.292 0.049 -0.092 0.276
```
Positions in Å, forces in eV/Å.

Computed properties:
energy above the lowest of the compared OMol25 structures with the same formula, charge and spin: 0.0 kJ/mol
largest force on an atom: 0.60 eV Å⁻¹
SMILES string: NC(=O)CCCCn1ccc(/N=C(\N)NCC(F)(F)F)n1
E_HOMO: -7.63 eV
multiplicity: 1
total charge: 0
E_tot: -1132.80140 Eh



Entry from the Open Molecules 2025 dataset: an isolated molecule of C4H4N2 (ωB97M-V/def2-TZVPD).

```
10
Properties=species:S:1:pos:R:3:forces:R:3:nbo_charge:R:1
C -1.03890 -0.01327 -0.09778 0.052 -2.907 0.728 -0.212
C -0.15068 -1.16736 0.12318 -0.801 2.625 -0.596 -0.324
C 1.06047 -0.58655 0.31625 0.227 0.440 0.741 0.245
N 0.98425 0.78324 0.33696 1.153 -0.239 1.283 -0.272
C -0.28630 1.09960 -0.03319 -0.322 -0.047 -1.351 -0.096
N 2.16040 -0.04283 -0.35227 -1.699 -0.866 -2.055 -0.361
H -2.10120 -0.23228 -0.25826 0.391 0.857 0.170 0.224
H -0.58035 -2.10194 0.13574 0.055 -2.208 -0.206 0.225
H -0.66778 2.05932 -0.16398 0.037 1.642 -0.061 0.210
H 2.92533 0.16014 0.22839 0.907 0.703 1.347 0.362
```
Positions in Å, forces in eV/Å.

Computed properties:
energy above the lowest of the compared OMol25 structures with the same formula, charge and spin: 451.2 kJ/mol
largest force on an atom: 3.00 eV Å⁻¹
SMILES string: c1cc2n(c1)N2
E_HOMO: -8.65 eV
multiplicity: 1
total charge: 0
E_tot: -264.15456 Eh